Record 1
The following is a quantum chemistry calculation of a structure of composition C25H58N2O12Sr, from OMol25.

LUMO (alpha / beta) (eV): -3.64 / -5.50
Spin multiplicity: 2
E_HOMO (alpha / beta) (eV): -10.897 / -10.896
Charge: +1
HOMO-LUMO gap (alpha / beta) (Ha): 0.267 / 0.198

Last column: Mulliken charge in e.
Geometry (Å):
Sr -1.2462 2.4648 -0.9744  2.028
C -1.2543 -1.9393 0.4546  -0.287
C -0.3150 -2.5189 1.2569  0.005
C 1.1625 -2.0249 1.3094  0.375
O 2.0993 -2.6103 1.9246  -0.687
C 1.5099 -0.8276 0.7936  0.609
C 0.5126 0.0226 0.1266  -0.327
C -0.9213 -0.6166 -0.2227  0.527
O -1.6722 -0.0055 -0.9600  -0.874
O 0.6445 1.2299 -0.0442  -0.274
O -0.6554 -3.6642 1.7856  -0.548
H -2.2412 -2.3681 0.3622  0.490
H 2.5263 -0.4626 0.8037  -0.093
C -5.2753 -2.5712 0.7195  -0.464
O -6.0358 -3.7569 0.5039  -0.549
H -5.9476 -1.7261 0.8675  0.390
H -4.6149 -2.6358 1.5843  0.230
H -4.6180 -2.3613 -0.1244  0.269
H -6.9344 -3.6038 0.2028  0.263
C 2.6957 -0.7785 -2.3295  0.431
C 3.8507 -1.0359 -3.3354  -0.720
O 3.7379 -0.2260 -4.4203  -0.500
H 1.7653 -1.2322 -2.6708  0.181
H 2.5149 0.2621 -2.0599  -0.760
H 2.9700 -1.2943 -1.4093  0.236
H 3.8217 -2.0280 -3.7861  0.348
H 4.9009 -1.0010 -3.0456  0.404
H 4.4845 -0.3954 -4.9995  0.305
C 5.8117 1.7940 1.3586  -1.188
C 4.9348 1.1405 0.2817  0.268
O 3.8879 2.0056 -0.0483  -0.564
H 6.1865 2.7147 0.9114  0.418
H 6.6603 1.1815 1.6633  0.350
H 5.1675 2.0733 2.1923  0.105
H 4.5431 0.2163 0.7067  0.026
H 5.3735 1.0293 -0.7099  0.331
H 3.2481 1.5230 -0.5768  0.056
C -1.7648 -3.0040 -3.0966  -0.728
C -3.1150 -2.8526 -2.3971  -0.048
O -3.6267 -1.5351 -2.1636  -0.670
H -1.4054 -4.0029 -3.3437  0.424
H -0.9725 -2.4011 -2.6530  -0.126
H -1.8563 -2.5392 -4.0783  0.303
H -3.0721 -3.2745 -1.3930  -0.076
H -3.8845 -3.4654 -2.8667  0.527
H -2.8932 -1.0643 -1.7613  0.200
C -2.7826 -6.3390 2.5326  -1.111
C -3.8724 -5.4885 1.9850  0.800
O -4.7215 -6.1363 0.9950  -0.598
H -3.0670 -7.3432 2.8472  0.386
H -2.4915 -5.7799 3.4219  0.280
H -1.9871 -6.3868 1.7890  0.240
H -3.3655 -4.6733 1.4687  -0.585
H -4.4970 -5.1779 2.8225  0.267
H -5.2324 -5.4374 0.5801  0.359
C 3.3087 1.1962 4.8336  -1.244
C 2.9355 0.1292 3.7868  0.655
O 4.0091 -0.5057 3.2833  -0.599
H 4.0318 1.9332 4.4841  0.282
H 3.6386 0.6856 5.7384  0.349
H 2.4316 1.8068 5.0477  0.289
H 2.4792 0.6098 2.9214  -0.283
H 2.1868 -0.5805 4.1388  0.344
H 3.5857 -0.9388 2.5385  0.219
C -0.5942 3.4220 3.6910  -1.585
C -0.9213 2.8733 2.2582  1.007
C -2.4757 2.7356 2.1598  -1.008
O -2.7966 2.0394 0.9302  -0.013
C -3.9523 1.1910 1.1497  -1.286
N -0.4189 3.6739 1.1374  -0.236
H 0.4922 3.5001 3.7305  0.426
H -0.7879 2.7219 4.5038  0.419
H -1.0135 4.4018 3.9197  0.371
H -0.4103 1.9164 2.1515  -0.334
H -2.8640 3.7522 2.2223  0.334
H -2.8398 2.1848 3.0270  0.454
H -4.2881 0.6927 0.2402  0.272
H -4.8000 1.7768 1.5051  0.489
H -3.8782 0.4096 1.9061  0.454
H -0.6131 4.6519 1.2982  0.231
H 0.5872 3.7618 1.1433  0.203
C 2.3810 4.4205 -3.6226  -1.473
C 0.9881 3.9710 -3.0752  0.043
C 0.8384 2.5134 -3.5746  -0.253
O -0.4164 1.9923 -3.1836  -0.246
C -0.8611 0.8567 -3.9128  -0.713
N 0.8491 3.9869 -1.6419  -0.161
H 3.1492 3.6684 -3.4435  0.339
H 2.5682 5.3683 -3.1179  0.404
H 2.4557 4.6658 -4.6820  0.430
H 0.2245 4.5221 -3.6241  0.340
H 1.6874 1.9765 -3.1515  -0.200
H 1.1080 2.5223 -4.6307  0.506
H -1.8669 0.5771 -3.5992  0.186
H -0.0813 0.1024 -3.8076  0.155
H -1.0178 1.0669 -4.9709  0.421
H 0.5850 4.9120 -1.3345  0.313
H 1.7056 3.7646 -1.1549  0.047



Record 2
The following is a quantum chemistry calculation of a structure of composition C20H42NOP3Ru, from OMol25.

LUMO (alpha / beta) (eV): -11.30 / -15.29
Energy above the lowest of the compared OMol25 structures with the same formula, charge and spin (kcal/mol): 52.70
Spin multiplicity: 5
E_HOMO (alpha / beta) (eV): -20.975 / -21.134
Charge: +4
HOMO-LUMO gap (alpha / beta) (Ha): 0.355 / 0.215

Last column: Mulliken charge in e.
Geometry (Å):
Ru 0.5205 0.5371 0.3242  -0.358
P 2.0781 -0.6955 1.4496  1.347
P 1.6237 2.6051 0.7396  1.233
P -0.8766 -1.3802 0.0803  1.307
H 2.0368 1.8034 -1.6374  0.646
C 1.3417 0.9648 -1.4665  -0.598
C -0.0948 1.2288 -1.4487  0.109
H -0.4382 2.2304 -1.1967  -0.474
C 3.3664 -1.1717 0.2350  -1.313
C 2.9665 0.1589 2.8341  -1.289
C 1.6603 -2.2701 2.2846  -1.357
C 0.6898 4.0200 0.0408  -1.270
C 1.7865 3.1570 2.4824  -1.347
C 3.3935 2.7312 0.2000  -1.437
C -2.5086 -0.9519 -0.6599  -1.221
C -1.4498 -2.1729 1.6235  -1.403
C -0.1244 -2.6872 -0.9346  -1.227
H 1.7515 0.0239 -1.8378  0.517
H -0.7637 0.6321 -2.0627  -0.350
H 4.3486 -1.1785 0.7234  0.476
H 3.3775 -0.4641 -0.6044  0.286
H 3.1510 -2.1846 -0.1326  0.365
H 3.4482 -0.5949 3.4801  0.577
H 2.2333 0.7097 3.4465  0.323
H 3.7229 0.8609 2.4455  0.262
H 1.3791 -3.0410 1.5559  0.297
H 0.8396 -2.1007 2.9938  0.402
H 2.5261 -2.6157 2.8666  0.614
H 1.3770 4.8476 -0.1523  0.471
H -0.0213 4.3402 0.8093  0.476
H 0.1680 3.7867 -0.8897  0.464
H 2.7541 2.8250 2.8902  0.471
H 0.9449 2.7602 3.0790  0.299
H 1.7637 4.2629 2.4607  0.481
H 3.5683 3.7817 -0.0682  0.464
H 3.6325 2.0805 -0.6510  0.422
H 4.0542 2.4597 1.0338  0.403
H -3.3189 -1.1979 0.0427  0.602
H -2.7044 -1.5017 -1.5959  0.278
H -2.5303 0.1255 -0.8848  0.358
H -2.4766 -2.5309 1.4986  0.539
H -1.4372 -1.4435 2.4394  0.256
H -0.8161 -3.0210 1.8817  0.469
H -0.8798 -3.3928 -1.2956  0.481
H 0.6197 -3.2360 -0.3564  0.378
H 0.4047 -2.2471 -1.7840  0.082
C -3.0063 -0.8286 -4.3435  0.672
C -1.6707 -0.9714 -3.9719  0.562
C -0.8387 -1.8929 -4.6017  -0.371
C -1.3751 -2.6108 -5.6884  -0.588
C -2.6671 -2.3689 -6.1447  -0.485
C -3.5197 -1.4777 -5.4859  -0.687
O -3.7938 -0.1133 -3.4609  -0.339
H -4.7312 -0.2617 -3.6013  0.365
H -1.3019 -0.3733 -3.1449  0.079
H 0.1530 -2.0897 -4.1655  0.422
H -0.7597 -3.3862 -6.1349  0.462
H -3.0363 -2.8672 -7.0240  0.469
H -4.5500 -1.2722 -5.7883  0.448
C -1.6987 0.7223 5.1103  -1.141
C -2.1575 1.4487 3.8363  -0.591
C -1.3266 1.1912 2.6802  0.413
N -0.6545 0.9525 1.7617  -0.092
H -1.7746 -0.3643 4.9786  0.358
H -2.3421 1.0065 5.9469  0.384
H -0.6720 1.0032 5.3764  0.354
H -3.1920 1.1634 3.5830  0.374
H -2.1726 2.5366 4.0007  0.421



Record 3
The following is a quantum chemistry calculation of the molecule CH4N2S2, from OMol25.

LUMO (eV): 0.61
Energy above the lowest of the compared OMol25 structures with the same formula, charge and spin (kcal/mol): 34.55
E_HOMO (eV): -8.241
HOMO-LUMO gap (Ha): 0.325

Last column: Mulliken charge in e.
Geometry (Å):
S 1.4820 -0.4907 1.4080  -0.142
N -0.1755 -0.8447 1.0504  -0.380
C -0.8126 -0.5729 -0.0203  0.145
N -0.5055 0.2260 -1.0878  -0.332
S 0.9896 0.9810 -1.5757  -0.148
H 1.2801 -0.9269 2.6660  0.146
H -1.8398 -0.8863 0.0158  0.301
H -1.2372 0.4118 -1.6781  0.242
H 0.8189 2.1028 -0.7783  0.168



Record-wise max |F| values, in eV/A: 5.8, 4.2, 2.5